Density functional theory data (the ωB97M-V functional and the def2-TZVPD basis) for a molecular structure, C44H111ClCuN7O19 at a distorted geometry.

CARTESIAN COORDINATES (ANGSTROEM)
Cu  -2.366  -3.577  -4.081
Cl  -0.412  -1.444  -2.205
O  -0.589  -2.858  -2.085
O  -1.402  -0.960  -3.114
O  -0.701  -0.797  -0.973
O  0.863  -1.119  -2.739
C  1.065  0.179  -6.350
C  0.963  1.703  -6.321
O  0.166  2.259  -7.357
H  1.343  -0.207  -5.369
H  1.800  0.034  -7.141
H  0.064  -0.136  -6.645
H  1.960  2.090  -6.529
H  0.618  2.156  -5.391
H  0.084  3.214  -7.301
C  -3.635  -5.421  -6.410
O  -2.876  -4.199  -6.321
C  -1.778  -4.119  -7.209
C  -0.908  -2.953  -6.802
N  -0.411  -3.001  -5.397
C  0.573  -4.035  -5.105
C  1.789  -4.057  -6.044
O  1.581  -4.693  -7.339
C  1.464  -6.118  -7.371
H  -4.458  -5.442  -5.695
H  -3.092  -6.348  -6.228
H  -4.031  -5.443  -7.426
H  -2.163  -4.028  -8.225
H  -1.251  -5.064  -7.080
H  -1.407  -2.014  -7.039
H  -0.050  -2.743  -7.439
H  -0.013  -2.113  -5.125
H  0.136  -5.032  -5.159
H  1.009  -3.895  -4.117
H  2.684  -4.405  -5.529
H  1.900  -3.008  -6.320
H  2.441  -6.542  -7.140
H  1.058  -6.513  -8.303
H  0.748  -6.455  -6.622
C  -3.734  2.201  5.604
O  -3.163  2.479  4.346
C  -1.746  2.275  4.246
C  -1.288  2.484  2.828
N  0.196  2.477  2.568
C  0.511  2.617  1.142
C  2.046  2.878  0.868
O  2.420  2.899  -0.509
C  2.581  1.639  -1.192
H  -3.472  3.033  6.258
H  -3.520  1.265  6.121
H  -4.822  2.225  5.540
H  -1.613  1.247  4.581
H  -1.403  3.050  4.932
H  -1.491  3.516  2.544
H  -1.881  1.860  2.160
H  0.686  1.649  2.872
H  -0.026  3.472  0.731
H  0.159  1.793  0.521
H  2.676  2.157  1.388
H  2.205  3.909  1.184
H  1.661  1.116  -0.932
H  3.479  1.145  -0.821
H  2.736  1.715  -2.268
C  1.467  -3.840  0.881
O  1.693  -2.846  1.842
C  1.873  -1.535  1.314
C  2.577  -0.604  2.404
N  1.594  -0.128  3.361
C  2.278  0.157  4.599
C  1.287  0.332  5.756
O  0.534  -0.858  5.894
C  -0.523  -0.832  6.883
H  2.378  -3.996  0.304
H  0.734  -3.562  0.123
H  1.120  -4.772  1.329
H  0.898  -1.094  1.105
H  2.445  -1.628  0.391
H  3.034  0.308  2.019
H  3.429  -1.145  2.815
H  0.917  -0.852  3.559
H  2.919  1.030  4.477
H  2.880  -0.700  4.901
H  0.722  1.261  5.679
H  1.807  0.485  6.702
H  -1.197  0.019  6.781
H  -0.090  -0.765  7.882
H  -1.034  -1.794  6.835
C  -6.705  0.299  3.414
O  -6.419  0.167  2.057
C  -5.081  0.662  1.851
C  -4.378  0.096  0.607
N  -5.035  0.630  -0.610
C  -4.298  0.226  -1.817
C  -4.938  0.846  -3.053
O  -6.272  0.355  -3.201
C  -6.748  0.420  -4.554
H  -6.129  -0.390  4.032
H  -7.736  0.023  3.632
H  -6.626  1.320  3.788
H  -4.410  0.312  2.636
H  -5.065  1.750  1.787
H  -4.485  -0.981  0.478
H  -3.300  0.263  0.599
H  -4.791  1.609  -0.650
H  -4.311  -0.854  -1.966
H  -3.256  0.520  -1.694
H  -4.220  0.536  -3.812
H  -4.842  1.932  -3.035
H  -6.007  -0.091  -5.168
H  -6.757  1.495  -4.737
H  -7.764  0.038  -4.657
C  -1.624  -1.466  2.318
O  -2.688  -1.446  3.286
C  -3.124  -2.741  3.636
C  -4.133  -2.662  4.735
N  -3.495  -2.332  6.007
C  -4.463  -2.434  7.088
C  -3.861  -1.920  8.391
O  -3.544  -0.519  8.253
C  -3.103  0.142  9.399
H  -0.688  -1.771  2.787
H  -1.402  -0.476  1.920
H  -1.799  -2.033  1.404
H  -2.258  -3.340  3.919
H  -3.539  -3.191  2.735
H  -4.617  -3.633  4.836
H  -4.862  -1.930  4.388
H  -3.327  -1.339  5.928
H  -4.800  -3.463  7.216
H  -5.320  -1.788  6.897
H  -2.984  -2.529  8.609
H  -4.538  -2.077  9.231
H  -3.945  0.197  10.089
H  -2.725  1.139  9.171
H  -2.367  -0.431  9.963
C  5.993  2.933  -0.518
O  5.656  1.950  0.475
C  6.338  0.728  0.265
C  5.712  -0.425  1.060
N  6.335  -1.778  0.903
C  6.338  -2.257  -0.495
C  4.940  -2.461  -1.030
O  4.974  -2.833  -2.396
C  3.884  -3.583  -2.861
H  5.658  3.889  -0.116
H  5.584  2.720  -1.506
H  7.081  2.994  -0.526
H  7.390  0.812  0.540
H  6.363  0.556  -0.811
H  4.656  -0.383  0.795
H  5.751  -0.214  2.129
H  7.269  -1.825  1.283
H  6.876  -3.205  -0.517
H  6.865  -1.568  -1.156
H  4.292  -1.594  -0.902
H  4.435  -3.208  -0.417
H  3.854  -3.680  -3.946
H  2.959  -3.100  -2.545
H  3.861  -4.602  -2.473
C  4.888  7.926  1.536
O  4.892  7.360  0.253
C  3.753  6.562  -0.057
C  3.921  6.104  -1.497
N  2.993  5.019  -1.909
C  1.608  5.465  -2.011
C  0.662  4.398  -2.649
O  -0.038  3.570  -1.689
C  -0.714  2.513  -2.370
H  4.658  7.203  2.319
H  4.067  8.641  1.585
H  5.795  8.472  1.796
H  2.807  7.073  0.119
H  3.692  5.673  0.571
H  4.957  5.784  -1.599
H  3.781  6.887  -2.243
H  3.023  4.236  -1.271
H  1.554  6.362  -2.628
H  1.249  5.753  -1.023
H  1.223  3.846  -3.404
H  -0.092  5.044  -3.099
H  -1.229  1.880  -1.647
H  -0.002  1.812  -2.807
H  -1.436  2.767  -3.147

Output
LUMO = -1.42 eV

Mulliken atomic charge list, values in e, 4 entries: Cu 0.49; Cl 2.11; O -0.80; O -0.78